1.
This record from OMol25 describes a molecular structure, C5H12N2OS. The level of theory is ωB97M-V/def2-TZVPD.

XYZ file:
```
21
Properties=species:S:1:pos:R:3:mulliken_charge:R:1
C 0.12 1.63 0.26 -1.02
C 1.22 -0.40 0.70 -0.90
C 0.16 -1.10 -0.25 -0.46
C 2.39 1.40 -0.62 -0.78
C -2.40 -1.74 -0.02 -0.89
N 1.44 1.00 0.41 0.01
N -1.30 -0.77 -0.05 0.00
O -2.82 1.21 0.41 -0.51
S -1.96 0.69 -0.62 0.30
H -0.43 1.59 1.28 0.33
H 0.26 2.55 -0.11 0.58
H 0.80 -0.57 1.76 0.31
H 2.17 -0.86 0.66 0.50
H 0.41 -0.91 -1.33 0.23
H 0.24 -2.12 -0.04 0.52
H 1.99 2.25 -1.07 0.33
H 3.30 1.65 -0.21 0.30
H 2.57 0.47 -1.26 0.26
H -1.99 -2.71 -0.18 0.39
H -2.94 -1.85 0.95 0.25
H -3.21 -1.41 -0.68 0.26
```

**Orbital gap (spin up / spin down)**: 7.7 / 7.7 eV
**LUMO level (spin up / spin down)**: 0.469 / 0.467 eV
**DFT total energy**: -21238.303 eV
**HOMO energy (spin up / spin down)**: -0.2662 / -0.2662 Eh

2.
This record from OMol25 describes 2 unconnected molecules or ions with the total composition C6H12N5OP. The level of theory is ωB97M-V/def2-TZVPD.

XYZ file:
```
25
Properties=species:S:1:pos:R:3:mulliken_charge:R:1
C -3.89 0.78 -0.58 -0.30
C -3.47 1.33 0.59 -0.40
C -3.31 -0.38 -1.06 -0.58
C -2.38 0.85 1.27 -0.51
C -2.22 -0.93 -0.35 -0.22
C -1.67 -0.26 0.76 0.40
N 3.11 -0.84 1.09 -0.60
N 3.54 1.14 -0.91 -0.64
N -0.37 -0.61 1.23 0.56
N 0.25 -1.62 0.83 -0.78
N 1.81 -1.11 -1.25 -0.70
O 1.43 0.97 0.38 -0.71
P 2.38 0.03 -0.23 0.66
H -4.71 1.38 -1.05 0.30
H -3.89 2.30 0.90 0.30
H -3.58 -0.93 -1.92 0.41
H -2.15 1.31 2.22 0.35
H -1.57 -1.65 -0.71 0.57
H 3.58 -0.40 1.79 0.20
H 3.70 -1.54 0.69 0.23
H 4.33 0.74 -1.37 0.26
H 3.00 1.68 -1.52 0.22
H 0.08 0.14 1.87 0.35
H 1.18 -1.68 1.00 0.38
H 1.15 -0.51 -1.84 0.22
```

**Orbital gap (spin up / spin down)**: 6.5 / 6.5 eV
**LUMO level (spin up / spin down)**: -1.241 / -1.237 eV
**DFT total energy**: -25201.730 eV
**HOMO energy (spin up / spin down)**: -0.2856 / -0.2860 Eh

3.
This record from OMol25 describes a gas-phase ion, C9H12N2O (charge +2). The level of theory is ωB97M-V/def2-TZVPD.

XYZ file:
```
24
Properties=species:S:1:pos:R:3:mulliken_charge:R:1
C -3.36 0.16 -0.95 -0.82
C -3.07 -0.94 -0.25 -0.27
C -1.95 -1.15 0.79 -0.37
N -0.79 -0.20 0.40 0.47
O -1.14 0.96 0.14 -0.36
C 0.50 -0.44 0.17 0.04
N 1.13 -1.79 0.56 -0.04
C 2.23 -1.96 -0.20 -0.07
C 2.86 -0.98 -0.74 0.21
C 2.90 0.43 -0.69 -0.52
C 1.31 0.70 -0.38 0.28
C 1.34 1.99 0.65 -1.28
H -4.11 -0.05 -1.66 0.33
H -2.96 1.15 -1.11 0.31
H -3.63 -1.75 -0.35 0.50
H -1.62 -2.13 0.72 0.41
H -2.43 -0.74 1.62 0.31
H 0.84 -2.54 1.21 0.33
H 3.44 0.67 0.27 0.40
H 3.27 1.05 -1.54 0.40
H 0.95 0.90 -1.42 0.48
H 2.29 2.50 0.48 0.41
H 1.53 1.54 1.63 0.50
H 0.47 2.62 0.66 0.35
```

**Orbital gap (spin up / spin down)**: 5.4 / 5.5 eV
**LUMO level (spin up / spin down)**: -11.887 / -11.700 eV
**SMILES string**: C=CC[N+](=O)C1=[NH+]C#CC[C@@H]1C
**DFT total energy**: -14526.481 eV
**Total charge**: +2
**HOMO energy (spin up / spin down)**: -0.6341 / -0.6317 Eh

4.
This record from OMol25 describes a molecular structure, C7H11N. The level of theory is ωB97M-V/def2-TZVPD.

XYZ file:
```
19
Properties=species:S:1:pos:R:3:mulliken_charge:R:1
C 1.86 0.40 -0.46 -0.70
C 0.76 1.49 -0.76 -0.53
C 0.86 -0.64 -0.64 0.23
C 0.22 -1.43 0.70 -0.89
C -1.21 -1.06 0.36 0.05
C -2.48 -0.06 0.44 -0.79
C -1.02 0.43 0.33 0.16
H 2.06 0.47 0.56 0.27
H 3.00 0.57 -0.80 0.27
H 0.85 2.60 -1.46 0.23
H 0.92 1.93 0.57 0.08
H 1.01 -1.25 -1.66 0.22
H 0.54 -2.51 0.41 0.28
H 0.69 -1.35 1.63 0.37
H -1.38 -1.41 -0.74 0.13
H -2.75 0.41 1.27 0.39
H -3.35 0.17 -0.25 0.25
H -0.45 0.81 1.25 0.08
N -0.14 0.41 -0.74 -0.11
```

**Orbital gap**: 9.4 eV
**LUMO level**: 1.077 eV
**DFT total energy**: -8917.750 eV
**HOMO energy**: -0.3050 Eh

5.
This record from OMol25 describes 18 unconnected molecules or ions with the total composition C58H143N9O27. The level of theory is ωB97M-V/def2-TZVPD.

XYZ file:
```
237
Properties=species:S:1:pos:R:3:mulliken_charge:R:1
C -6.37 -3.60 1.88 -1.32
C -6.49 -3.14 3.35 0.40
C -6.20 -4.30 4.33 -0.81
O -5.92 -3.77 5.69 -0.32
C -5.95 -4.86 6.62 -0.79
N -5.56 -2.09 3.66 -0.23
H -6.13 -0.46 3.42 0.43
H -5.44 -2.07 4.66 0.52
H -4.64 -2.28 3.21 -0.50
H -5.46 -4.22 1.73 0.16
H -6.38 -2.74 1.21 0.32
H -7.23 -4.23 1.62 0.49
H -7.58 -2.83 3.61 0.36
H -5.31 -4.80 3.94 0.29
H -7.03 -4.99 4.26 0.46
H -6.96 -5.37 6.82 0.26
H -5.66 -4.45 7.61 0.25
H -5.29 -5.60 6.22 0.34
C 3.57 -6.31 3.62 -1.85
C 2.09 -5.82 3.54 0.91
C 1.32 -6.02 4.83 -1.04
O 0.01 -5.58 4.67 -0.11
C -0.50 -5.13 5.90 -0.66
N 2.14 -4.39 3.15 1.93
H 2.74 -3.89 3.90 0.45
H 2.35 -4.32 2.07 -0.15
H 1.20 -4.11 3.32 -0.54
H 3.58 -7.43 3.70 0.40
H 4.08 -5.99 4.46 0.54
H 4.04 -5.89 2.72 0.17
H 1.51 -6.24 2.78 0.38
H 1.81 -5.31 5.55 0.35
H 1.49 -6.98 5.27 0.55
H -1.57 -4.94 5.77 0.08
H 0.16 -4.27 6.26 0.19
H -0.42 -6.02 6.64 0.31
C 0.19 3.96 2.97 -0.76
C 0.37 5.22 2.16 0.38
C -0.87 6.06 2.34 -0.71
O -0.61 7.44 2.04 -0.46
C -1.30 8.06 0.98 -0.31
N 1.52 5.92 2.70 -0.44
H 2.68 5.07 2.22 0.44
H 1.54 6.83 2.33 0.32
H 1.38 6.04 3.75 0.28
H -0.28 4.29 3.89 0.65
H 1.23 3.55 3.23 0.23
H -0.38 3.15 2.44 -0.23
H 0.64 4.93 1.14 -0.08
H -1.12 6.07 3.42 0.38
H -1.73 5.66 1.84 0.40
H -1.88 8.90 1.33 0.25
H -1.91 7.31 0.41 -0.02
H -0.49 8.46 0.33 0.21
C 1.06 0.39 4.12 -1.76
C 1.37 0.00 2.70 1.10
C 2.36 1.00 2.16 -0.74
O 2.53 0.54 0.83 0.47
C 3.38 1.40 0.10 -0.74
N 2.16 -1.26 2.68 1.50
H 2.51 -1.60 1.72 0.21
H 3.03 -1.28 3.31 1.07
H 1.57 -2.10 2.89 -1.25
H 1.99 0.68 4.60 0.54
H 0.62 -0.38 4.77 0.11
H 0.37 1.22 4.22 0.23
H 0.59 -0.18 2.03 0.07
H 3.21 1.04 2.79 0.48
H 1.96 2.03 2.14 -0.12
H 4.37 1.52 0.67 0.30
H 2.93 2.45 0.11 -0.13
H 3.66 1.07 -0.92 0.04
C 3.77 -1.74 -1.82 -0.81
C 5.14 -1.58 -1.00 0.60
C 5.66 -2.78 -0.25 0.18
O 5.97 -3.85 -1.11 -0.47
C 6.75 -4.84 -0.40 -0.64
N 6.16 -1.01 -1.88 -0.44
H 6.26 -1.80 -2.49 0.25
H 5.67 0.57 -2.68 0.34
H 7.10 -0.99 -1.53 0.23
H 3.56 -0.92 -2.59 0.34
H 3.00 -1.67 -1.09 -0.11
H 3.73 -2.71 -2.35 0.34
H 4.93 -0.81 -0.24 -0.41
H 4.98 -3.14 0.58 -0.49
H 6.57 -2.41 0.30 0.62
H 6.16 -5.30 0.46 0.11
H 7.74 -4.41 -0.06 0.33
H 6.79 -5.65 -1.10 0.33
C -2.42 -4.24 -0.43 -0.63
N -1.00 -4.56 -0.22 1.36
C -0.51 -5.56 -1.21 -0.43
C -0.25 -3.28 -0.25 1.34
C -0.92 -5.14 1.16 1.05
C -1.64 -6.50 1.38 -1.15
O -1.95 -6.65 2.73 -0.67
H -2.67 -3.64 0.51 0.06
H -2.99 -5.21 -0.44 0.48
H -2.66 -3.76 -1.37 0.03
H -1.15 -6.43 -1.22 0.44
H 0.49 -5.93 -0.96 0.04
H -0.51 -5.02 -2.19 0.04
H -0.45 -2.87 -1.23 0.01
H 0.83 -3.49 -0.13 -1.02
H -0.60 -2.69 0.64 -0.38
H -1.31 -4.40 1.87 -0.56
H 0.17 -5.26 1.29 -0.23
H -0.99 -7.23 0.97 0.39
H -2.53 -6.52 0.80 0.43
H -1.15 -6.44 3.20 0.38
C -2.07 0.64 -6.47 -0.87
N -3.08 1.56 -6.01 0.68
C -3.96 2.05 -7.21 -0.82
C -3.97 0.75 -5.11 -0.20
C -2.42 2.70 -5.26 0.75
C -3.26 3.98 -4.99 -0.93
O -4.55 3.69 -4.54 -0.53
H -2.48 -0.13 -7.10 0.49
H -1.73 -0.01 -5.65 0.25
H -1.36 1.15 -7.12 0.26
H -4.79 2.62 -6.76 0.33
H -4.31 1.09 -7.58 0.46
H -3.35 2.55 -7.97 0.17
H -4.74 1.43 -4.62 0.24
H -3.44 0.29 -4.26 -0.26
H -4.51 -0.08 -5.65 0.35
H -1.58 3.12 -5.83 -0.51
H -2.04 2.25 -4.30 0.14
H -3.20 4.56 -5.92 0.59
H -2.69 4.52 -4.30 0.25
H -5.13 4.48 -4.61 0.31
C -4.31 -0.56 0.86 -0.63
N -3.69 0.74 0.45 0.66
C -4.42 1.39 -0.65 -0.88
C -3.77 1.59 1.70 -0.12
C -2.15 0.63 0.25 0.92
C -1.77 -0.36 -0.90 0.61
O -2.23 0.07 -2.15 -0.17
H -3.64 -0.97 1.61 -0.01
H -4.30 -1.25 -0.02 0.30
H -5.30 -0.29 1.20 0.49
H -4.13 0.86 -1.55 0.35
H -4.12 2.50 -0.65 0.12
H -5.46 1.37 -0.51 0.38
H -3.35 1.11 2.58 0.19
H -4.82 1.75 1.96 0.35
H -3.21 2.56 1.49 -0.21
H -1.88 0.18 1.23 -0.24
H -1.86 1.65 0.03 -0.45
H -2.19 -1.32 -0.71 -0.59
H -0.59 -0.45 -0.96 0.17
H -2.06 -0.62 -2.82 0.13
C 2.57 4.71 -2.67 -0.66
N 1.81 4.80 -3.94 1.13
C 1.57 3.48 -4.55 -0.08
C 0.57 5.40 -3.72 -1.32
C 2.57 5.78 -4.85 -0.48
C 4.05 5.60 -5.05 -0.78
O 4.40 4.31 -5.47 -0.58
H 2.64 5.73 -2.31 0.30
H 3.52 4.18 -2.85 -0.13
H 1.92 4.14 -1.98 0.26
H 2.53 2.97 -4.41 0.16
H 1.32 3.68 -5.60 -0.14
H 0.80 2.92 -4.02 0.19
H 0.65 6.45 -3.53 0.45
H 0.07 4.83 -2.99 0.55
H -0.03 5.28 -4.64 0.17
H 2.39 6.68 -4.36 0.42
H 2.02 5.74 -5.81 0.39
H 4.50 5.81 -4.07 0.30
H 4.44 6.42 -5.66 0.44
H 4.90 3.86 -4.72 0.47
C -0.89 -3.43 -5.47 -1.27
C -1.37 -2.76 -4.21 0.42
O -1.25 -3.52 -3.23 -0.66
O -1.91 -1.60 -4.17 -0.61
H -1.04 -2.72 -6.29 0.27
H -1.58 -4.23 -5.74 0.30
H 0.10 -3.73 -5.26 0.35
C 7.25 2.26 -1.70 -0.86
C 6.10 2.43 -2.74 0.76
O 5.84 3.52 -3.23 -0.72
O 5.31 1.43 -3.09 -0.37
H 8.08 2.94 -1.99 0.35
H 7.58 1.24 -1.51 0.26
H 6.92 2.66 -0.75 0.18
C 0.77 4.20 -8.92 -1.24
C -0.37 4.04 -7.89 0.40
O -0.08 4.48 -6.69 -0.58
O -1.43 3.51 -8.23 -0.67
H 1.75 4.20 -8.43 0.26
H 0.68 5.09 -9.47 0.33
H 0.65 3.37 -9.62 0.35
C -6.86 2.60 4.41 -1.04
C -6.58 1.15 4.52 0.78
O -6.49 0.53 3.32 -0.40
O -6.44 0.60 5.56 -0.56
H -7.92 2.75 4.50 0.28
H -6.51 2.93 3.43 0.28
H -6.20 3.13 5.12 0.30
C -1.84 -2.06 4.91 -1.68
C -1.33 -2.33 3.51 -0.09
O -0.11 -2.67 3.32 -0.31
O -2.18 -2.11 2.61 -0.09
H -2.57 -2.87 5.08 0.15
H -2.39 -1.11 4.77 0.44
H -0.99 -1.96 5.69 0.21
C 4.86 6.35 1.20 -1.22
C 4.53 4.86 1.38 0.76
O 5.38 4.03 1.19 -0.58
O 3.39 4.41 1.96 -0.34
H 5.70 6.33 0.53 0.38
H 5.15 6.71 2.20 0.33
H 4.05 6.98 0.80 0.30
C 5.46 -1.98 6.24 -1.29
C 4.34 -2.12 5.21 0.55
O 4.09 -1.15 4.44 -0.91
O 3.76 -3.25 5.11 -0.82
H 5.20 -1.21 6.95 0.32
H 6.37 -1.69 5.82 0.37
H 5.56 -2.94 6.72 0.33
C -2.70 5.52 -1.44 -1.54
C -2.07 4.19 -0.98 0.75
O -2.20 3.92 0.26 -0.79
O -1.40 3.50 -1.76 -0.45
H -1.90 6.26 -1.74 0.25
H -3.40 6.01 -0.76 0.47
H -3.14 5.34 -2.39 0.14
C 3.19 -5.44 -1.37 -1.08
C 2.67 -5.39 0.06 0.31
O 2.07 -6.37 0.49 -0.64
O 2.89 -4.27 0.72 -0.83
H 2.49 -4.82 -1.93 0.15
H 3.16 -6.51 -1.65 0.39
H 4.11 -4.97 -1.42 0.15
```

**Orbital gap**: 8.7 eV
**LUMO level**: 0.294 eV
**DFT total energy**: -131155.250 eV
**HOMO energy**: -0.3076 Eh

6.
This record from OMol25 describes C4H4N2S in the gas phase. The level of theory is ωB97M-V/def2-TZVPD.

XYZ file:
```
11
Properties=species:S:1:pos:R:3:mulliken_charge:R:1
S 0.56 0.90 -2.11 -0.20
N 1.03 -0.09 -0.93 -0.39
C 0.27 -0.25 0.15 0.34
C 0.55 -1.08 1.25 -0.34
C -0.50 -0.97 2.16 -0.50
C -1.43 -0.07 1.61 -0.37
N -0.96 0.34 0.42 -0.01
H 1.43 -1.66 1.33 0.46
H -0.59 -1.47 3.09 0.43
H -2.38 0.28 2.01 0.38
H -1.35 1.01 -0.21 0.20
```

**Orbital gap**: 6.9 eV
**LUMO level**: -1.334 eV
**SMILES string**: S=Nc1ccc[nH]1
**DFT total energy**: -18026.775 eV
**HOMO energy**: -0.3024 Eh

ΔE to the lowest compared entry with this formula, charge and spin for the records above, in order: 288.5 104.9 802.7 962.8 0.0 141.4 kJ/mol
F_max for the records above, in order: 5.439 6.229 5.028 6.556 3.615 1.293 eV Å⁻¹